{
  "formula": "C27H27BBrI2N4O9P",
  "method": "ωB97M-V/def2-TZVPD",
  "homo_lumo_gap_ev": 6.74,
  "e_homo_ha": -0.3148,
  "total_charge": 0,
  "lumo_ev": -1.8289,
  "smiles": "C[C@H](I)[C@@H](I)BP(O)Br.O=[N+]([O-])c1ccccc1.O=[N+]([O-])c1ccccc1.O=[N+]([O-])c1ccccc1.O=[N+]([O-])c1ccccc1",
  "energy_ha": -5476.39441,
  "fmax_ev_per_a": 3.5,
  "species": ["I", "I", "Br", "P", "O", "O", "O", "O", "O", "O", "O", "O", "O", "N", "N", "N", "N", "C", "C", "C", "C", "C", "C", "C", "C", "C", "C", "C", "C", "C", "C", "C", "C", "C", "C", "C", "C", "C", "C", "C", "C", "C", "C", "C", "B", "H", "H", "H", "H", "H", "H", "H", "H", "H", "H", "H", "H", "H", "H", "H", "H", "H", "H", "H", "H", "H", "H", "H", "H", "H", "H", "H"],
  "xyz": [[1.507, -2.096, -2.117], [3.711, -0.915, 0.686], [4.607, -4.359, 2.448], [4.333, -4.827, 0.199], [-7.187, 2.747, 2.611], [5.414, -5.559, -6.602], [-4.981, -0.734, 1.559], [6.021, 6.990, 2.437], [-5.074, 2.322, 3.020], [4.317, 7.517, 1.159], [-3.400, -1.713, 0.394], [5.376, -3.679, -0.667], [4.990, -4.704, -4.627], [5.053, 6.693, 1.721], [4.797, -4.793, -5.848], [-6.282, 2.229, 3.282], [-4.050, -0.715, 0.741], [-6.668, 1.448, 4.463], [4.164, 2.567, 1.204], [2.487, -3.229, -8.367], [3.056, -3.038, -5.631], [-3.054, 3.015, -1.040], [-4.064, 2.953, -0.078], [1.775, -2.340, -7.560], [3.683, 4.886, 0.713], [5.236, 2.950, 2.012], [2.011, -2.246, 1.053], [3.392, 3.530, 0.552], [-8.386, 0.522, 5.887], [-6.050, 0.103, 6.373], [-2.359, 1.863, -1.409], [-2.675, 0.636, -0.820], [4.755, 5.268, 1.530], [-4.391, 1.732, 0.515], [1.610, -3.224, -0.200], [2.060, -2.240, -6.197], [0.693, -1.249, 1.311], [-5.676, 0.862, 5.262], [-8.024, 1.286, 4.776], [3.764, -3.935, -6.442], [-3.696, 0.575, 0.137], [5.538, 4.303, 2.178], [3.487, -4.030, -7.813], [-7.401, -0.069, 6.680], [2.514, -4.588, -0.343], [2.260, -3.300, -9.429], [5.834, 2.193, 2.516], [-4.599, 3.856, 0.206], [1.990, -5.525, -0.875], [-8.804, 1.740, 4.168], [0.411, -0.623, 0.345], [0.992, -1.722, -7.996], [-2.124, -0.253, -1.119], [3.928, 1.511, 1.083], [1.502, -1.543, -5.576], [-4.620, 0.984, 5.034], [3.264, -2.951, -4.567], [-5.288, -0.359, 6.997], [6.377, 4.585, 2.811], [2.092, -2.894, 2.041], [2.560, 3.223, -0.078], [3.070, 5.624, 0.200], [4.033, -4.717, -8.455], [-0.216, -1.809, 1.792], [5.516, -4.012, -1.619], [-5.182, 1.700, 1.261], [-9.436, 0.384, 6.134], [-1.572, 1.919, -2.158], [1.089, -0.441, 2.095], [-2.808, 3.968, -1.506], [0.492, -3.587, 0.008], [-7.688, -0.669, 7.542]],
  "forces_ev_per_angstrom": [[0.0362, -0.8937, 0.9392], [-0.7260, -1.4165, 0.2863], [-0.4433, 0.2695, -1.2204], [3.4112, -0.7602, -0.5967], [1.4618, -0.7160, 0.8268], [-0.9439, 1.1958, 1.2306], [1.3336, -0.0470, -1.1166], [-1.4365, -0.4151, -1.0672], [-1.7791, 0.2764, 1.0794], [1.0791, -1.1696, 0.8103], [-0.9179, 1.3431, 0.5566], [-1.7212, -1.3172, -0.4838], [-0.2278, -0.1349, -1.6059], [0.3187, 1.3430, 0.2016], [1.0028, -0.8751, 0.3415], [0.0675, 0.6207, -0.6104], [-0.3332, -1.0303, 0.5071], [-0.2665, -0.5796, 0.7628], [0.0907, 0.2372, 0.0085], [0.1006, 0.0144, 0.4031], [0.0482, -0.0527, -0.0716], [-0.0814, -0.0929, 0.1312], [0.2486, -0.3310, -0.1413], [0.0852, -0.0589, 0.0703], [0.0202, -0.0127, 0.0371], [-0.2326, 0.3406, -0.1995], [-3.3371, -0.0975, -0.0050], [0.3542, 0.1509, 0.2658], [0.3938, 0.0702, -0.1104], [-0.2889, 0.1894, -0.2532], [-0.2640, -0.1159, 0.2822], [0.0226, 0.0255, 0.0106], [-0.1999, -0.9821, -0.1015], [-0.1088, -0.3560, -0.4165], [-0.5848, -0.6146, 1.8211], [0.2498, -0.3091, -0.2448], [1.3048, 1.1438, 0.7500], [-0.0435, 0.0069, -0.0314], [0.0685, -0.0158, -0.0057], [-0.7433, 0.5908, -0.4248], [0.2337, 0.9626, -0.4631], [-0.0567, 0.0295, -0.0272], [-0.0136, 0.0095, 0.0713], [0.0500, 0.0788, -0.1130], [-1.7933, 2.7944, -0.3298], [0.0954, -0.0205, 0.2341], [-0.0960, 0.1910, -0.0877], [0.0632, -0.2474, 0.0130], [0.2874, 0.0448, 0.1526], [0.3564, -0.0467, 0.0198], [0.4960, -1.6112, 1.9623], [0.1714, -0.1253, 0.0891], [-0.2463, 0.0918, 0.1935], [0.0402, 0.6299, 0.1052], [0.1379, -0.1572, -0.0849], [-0.3359, 0.0701, -0.1257], [0.0865, -0.1806, -0.3002], [-0.1272, 0.1262, -0.1770], [-0.2679, 0.1522, -0.2017], [0.4297, 1.3587, -2.1853], [0.1603, 0.1007, 0.1162], [0.2878, -0.0232, 0.2373], [-0.0303, 0.1045, 0.3455], [1.7202, 0.9197, -1.1782], [-0.3349, 0.3802, 2.0696], [0.4819, -0.2469, -0.7914], [0.2234, 0.0675, -0.1013], [-0.1542, -0.0739, 0.1652], [-1.1121, -1.7386, -1.5795], [-0.0464, -0.1924, 0.0966], [2.2130, 0.9946, -0.5607], [0.0616, 0.1331, -0.1803]]
}